No. 1
Formula: C17H28N2O2
Source: OMol25
Level of theory: ωB97M-V with the def2-TZVPD basis set

As for the highest occupied orbital energy: -8.28 eV. As for the net charge: 0. For the strongest force on any atom, the calculation gives 0.3673 hartree/bohr. Its total energy is -25142.21037 eV.

Last column: Löwdin charge in e.
Atoms and positions in Å:
C 0.55 5.46 0.91  -0.112
C 1.82 5.20 1.68  -0.299
C 2.65 3.86 1.38  -0.237
C 1.96 2.68 1.54  -0.297
C 1.73 2.47 2.89  -0.224
C 0.85 1.16 3.22  -0.246
C 1.66 0.04 2.97  -0.273
C 1.26 -1.53 3.34  -0.164
C -0.06 -1.85 2.66  -0.217
C -0.02 -1.90 1.05  -0.236
C -1.31 -2.52 0.62  -0.127
C -1.04 -2.46 -0.96  -0.170
O -0.09 -1.89 -1.82  -0.097
N -2.33 -3.01 -1.63  0.064
N -2.46 -3.13 -3.02  0.018
C -1.88 -2.68 -3.87  -0.161
C -2.24 -2.88 -5.40  -0.299
C -3.40 -3.44 -5.82  -0.032
C -3.16 -3.65 -7.26  -0.016
C -2.04 -2.93 -7.36  -0.150
O -1.24 -2.64 -6.27  0.096
H -1.51 -2.69 -8.16  0.076
H -3.92 -3.89 -7.89  0.075
H -4.33 -3.85 -5.16  0.162
H -0.60 -2.54 -3.75  0.182
H -3.06 -3.33 -1.14  0.060
H -2.12 -1.62 0.60  0.185
H -1.54 -3.57 0.85  0.126
H 0.17 -0.84 0.76  0.133
H 0.72 -2.57 0.83  0.081
H -0.49 -2.90 3.05  0.147
H -0.79 -1.08 2.85  0.077
H 1.83 -2.33 3.15  0.063
H 0.99 -1.37 4.35  0.082
H 2.71 0.04 3.49  0.151
H 1.96 -0.36 1.98  0.101
H 0.64 0.90 4.19  0.081
H -0.24 1.09 2.63  0.178
H 0.90 3.15 3.48  0.153
H 2.42 2.39 3.86  0.174
H 0.88 2.76 0.93  0.221
H 2.43 2.00 1.44  -0.024
H 3.60 4.10 2.12  0.173
H 3.02 4.26 0.36  0.131
H 2.63 6.13 1.80  0.160
H 1.53 5.19 2.69  0.045
H -0.14 4.73 0.97  0.015
H 0.10 6.47 0.97  0.085
H 1.00 5.34 -0.11  0.087

---

No. 2
Formula: C24H27F9N3
Source: OMol25
Level of theory: ωB97M-V with the def2-TZVPD basis set

As for the highest occupied orbital energy: -10.60 eV. As for the net charge: +1. For the strongest force on any atom, the calculation gives 0.0483 hartree/bohr. Its total energy is -54247.88613 eV.

Last column: Löwdin charge in e.
Atoms and positions in Å:
C -5.84 1.34 -0.65  -0.041
N -4.75 1.68 -1.53  -0.116
C -5.15 2.26 -2.80  -0.046
C -5.64 1.20 -3.75  -0.528
F -6.06 1.67 -4.95  0.136
F -4.63 0.29 -3.98  0.114
F -6.67 0.47 -3.20  0.111
C -3.44 1.47 -1.19  -0.198
C -2.39 1.99 -1.98  -0.004
C -1.08 1.56 -1.82  -0.044
C -0.70 0.68 -0.79  -0.184
C 0.77 0.29 -0.77  -0.012
C 1.17 -0.79 0.21  -0.236
C 2.01 -1.85 -0.22  -0.038
C 2.41 -2.81 0.70  -0.012
C 1.94 -2.79 2.04  -0.191
N 1.95 -3.94 2.79  -0.124
C 2.34 -5.21 2.21  -0.042
C 1.95 -3.95 4.25  -0.037
C 0.71 -4.55 4.89  -0.510
F 0.99 -5.41 5.93  0.113
F -0.13 -3.58 5.40  0.109
F -0.03 -5.28 3.99  0.107
C 1.28 -1.61 2.50  0.013
C 0.86 -0.66 1.58  -0.044
C -1.74 0.21 0.07  -0.005
C -3.07 0.63 -0.10  0.009
H -5.54 1.48 0.40  0.093
H -6.69 2.00 -0.86  0.101
H -6.16 0.29 -0.78  0.106
H -6.00 2.93 -2.62  0.147
H -4.33 2.79 -3.29  0.122
H -2.61 2.75 -2.73  0.106
H -0.33 1.92 -2.54  0.110
H 1.12 0.11 -1.82  0.153
H 2.37 -1.92 -1.26  0.132
H 3.04 -3.63 0.37  0.107
H 2.01 -5.25 1.17  0.096
H 3.44 -5.35 2.25  0.107
H 1.87 -6.03 2.77  0.099
H 2.77 -4.60 4.58  0.147
H 2.06 -2.93 4.62  0.131
H 1.02 -1.50 3.56  0.113
H 0.28 0.19 1.95  0.126
H -1.56 -0.50 0.88  0.110
H -3.86 0.27 0.56  0.108
C 4.34 1.80 -1.40  -0.132
C 3.43 1.11 -0.39  -0.100
N 2.03 1.64 -0.57  0.033
C 2.14 2.91 -1.33  -0.170
C 1.90 4.07 -0.37  -0.482
F 2.24 5.26 -0.93  0.157
F 0.55 4.09 -0.05  0.116
F 2.59 3.90 0.81  0.128
C 3.49 2.89 -2.05  -0.093
H 5.25 2.20 -0.93  0.127
H 4.70 1.13 -2.18  0.121
H 3.43 0.03 -0.50  0.101
H 3.73 1.34 0.65  0.142
H 1.68 1.90 0.36  0.139
H 1.31 2.94 -2.03  0.137
H 4.00 3.86 -2.07  0.134
H 3.25 2.60 -3.08  0.127

---

No. 3
Formula: C10H11NO
Source: OMol25
Level of theory: ωB97M-V with the def2-TZVPD basis set

As for the highest occupied orbital energy (alpha / beta): -5.23 / -9.26 eV. The spin multiplicity is 3. As for the net charge: 0. For the strongest force on any atom, the calculation gives 0.1546 hartree/bohr. Its expectation value of S² is 2.023. Its total energy is -14078.50877 eV.

Last column: Löwdin spin population.
Atoms and positions in Å:
C 2.86 -0.97 0.29  0.138
C 1.74 -1.85 -0.01  0.375
C 2.67 0.34 0.08  0.346
C 0.55 -1.34 -0.35  0.332
C 1.39 1.02 -0.30  0.064
C 0.15 0.04 -0.29  0.095
C 0.98 2.32 0.35  0.035
C -1.13 0.46 -0.45  0.328
C -2.99 -0.62 0.81  0.028
C -2.43 -0.25 -0.61  0.033
N -0.25 2.63 0.41  0.005
O -1.19 1.89 -0.32  0.106
H 3.74 -1.54 0.53  0.002
H 2.04 -2.82 0.05  0.024
H 3.41 1.14 0.05  0.015
H -0.11 -2.12 -0.69  0.013
H 1.66 1.39 -1.40  0.051
H 1.66 2.88 0.82  0.002
H -2.59 -1.54 1.04  0.002
H -4.15 -0.49 0.74  0.003
H -2.67 0.11 1.44  0.001
H -3.07 0.39 -1.02  0.003
H -2.25 -1.07 -1.19  0.003

---

No. 4
Formula: C13H25N3O8P
Source: OMol25
Level of theory: ωB97M-V with the def2-TZVPD basis set

As for the highest occupied orbital energy: -4.84 eV. As for the net charge: -1. For the strongest force on any atom, the calculation gives 0.0721 hartree/bohr. Its total energy is -44024.88910 eV. As for the SMILES: CC(=O)N(C(C)=O)[C@@](CCCN)(C(=O)[O-])N(COCOCCO)[PH2]=O.

Last column: Löwdin charge in e.
Atoms and positions in Å:
C 3.66 -2.45 0.04  -0.023
C 2.39 -2.00 -0.78  -0.435
O 1.79 -2.86 -1.33  0.145
N 2.15 -0.56 -0.82  0.037
C 2.35 -0.07 -2.17  -0.429
C 3.21 1.21 -2.44  -0.006
O 1.93 -0.61 -3.14  0.149
C 0.87 -0.10 -0.19  -0.331
C 1.03 1.49 -0.05  -0.143
C 0.14 2.12 1.07  -0.176
C -0.36 3.52 0.52  -0.294
N -0.84 4.36 1.63  -0.033
C -0.44 -0.25 -1.12  -0.614
O -1.16 0.75 -1.29  -0.029
O -0.72 -1.33 -1.70  -0.025
N 0.60 -0.58 1.17  -0.133
C -0.23 -1.79 1.24  -0.239
O -1.54 -1.38 1.57  -0.062
C -2.52 -2.14 0.89  -0.233
O -3.76 -1.49 1.18  -0.116
C -4.58 -1.46 0.02  -0.196
C -4.36 -0.16 -0.84  -0.212
O -4.06 -0.52 -2.20  -0.103
P 1.92 -0.54 2.27  0.694
O 1.57 0.29 3.47  -0.441
H 4.09 -3.36 -0.42  0.078
H 4.41 -1.62 0.05  0.073
H 3.40 -2.66 1.10  0.044
H 2.68 1.93 -3.10  0.087
H 3.51 1.70 -1.49  0.064
H 4.13 0.86 -2.96  0.079
H 2.10 1.63 0.28  0.097
H 0.95 2.00 -1.03  0.107
H -0.79 1.55 1.27  0.117
H 0.71 2.31 2.01  0.092
H -1.23 3.27 -0.13  0.111
H 0.43 3.99 -0.12  0.098
H -1.26 5.20 1.26  0.049
H -0.08 4.57 2.28  0.054
H -0.17 -2.45 0.34  0.129
H 0.14 -2.41 2.10  0.116
H -2.36 -2.21 -0.21  0.130
H -2.58 -3.16 1.36  0.139
H -4.52 -2.38 -0.60  0.127
H -5.64 -1.41 0.38  0.116
H -5.26 0.49 -0.86  0.106
H -3.51 0.44 -0.42  0.116
H -3.47 0.19 -2.51  0.075
H 3.13 -0.10 1.68  0.028
H 2.14 -1.86 2.75  0.015

---

No. 5
Formula: C4H10NO
Source: OMol25
Level of theory: ωB97M-V with the def2-TZVPD basis set

As for the highest occupied orbital energy: -2.66 eV. As for the net charge: -1. For the strongest force on any atom, the calculation gives 0.0430 hartree/bohr. Its total energy is -7844.02400 eV.

Last column: Löwdin charge in e.
Atoms and positions in Å:
C 1.36 0.05 -0.53  -0.376
O 1.62 0.92 0.39  -0.217
C 0.18 -0.83 -0.66  -0.535
C -0.38 -1.07 0.79  -0.210
C -1.09 0.12 1.42  -0.144
N -0.30 -1.45 -1.75  -0.078
H 0.61 2.91 -0.94  0.011
H 2.12 -0.19 -1.28  0.104
H 0.17 0.42 -0.87  0.144
H 0.41 -1.40 1.46  0.094
H -1.06 -1.92 0.68  0.080
H -1.90 0.56 0.78  0.077
H -1.69 -0.20 2.28  0.046
H -0.44 0.94 1.67  0.047
H 0.14 3.35 -1.31  0.023
H 0.24 -2.20 -2.15  -0.066

---

No. 6
Formula: C9H26N2O3
Source: OMol25
Level of theory: ωB97M-V with the def2-TZVPD basis set

As for the highest occupied orbital energy: -9.15 eV. As for the net charge: 0. For the strongest force on any atom, the calculation gives 0.0537 hartree/bohr. Its total energy is -18873.83825 eV. As for the SMILES: COC[C@H](C)N.COC[C@H](C)N.CO.

Last column: Löwdin charge in e.
Atoms and positions in Å:
C 4.94 4.32 5.94  -0.071
C 5.74 3.06 6.33  -0.422
C 5.85 2.06 5.17  -0.176
O 4.49 1.75 4.74  -0.208
C 4.43 0.92 3.61  -0.113
N 7.08 3.54 6.73  0.017
H 5.10 4.88 5.02  0.078
H 4.92 5.12 6.68  0.067
H 3.92 3.92 5.88  0.066
H 5.26 2.59 7.19  0.131
H 6.14 1.15 5.71  0.114
H 6.66 2.29 4.48  0.130
H 4.86 -0.02 3.95  0.087
H 4.84 1.46 2.75  0.090
H 3.42 0.66 3.30  0.083
H 7.70 2.75 6.83  0.061
H 6.97 4.12 7.55  0.067
C -4.42 -4.19 -6.63  -0.075
C -4.26 -3.43 -5.34  -0.447
C -5.28 -2.31 -5.19  -0.235
O -5.20 -1.56 -4.00  -0.185
C -6.40 -1.59 -3.17  -0.075
N -4.26 -4.25 -4.13  0.046
H -3.58 -4.65 -7.16  0.070
H -4.68 -3.55 -7.47  0.074
H -5.09 -5.05 -6.59  0.080
H -3.31 -2.89 -5.44  0.129
H -6.28 -2.72 -5.37  0.123
H -5.18 -1.72 -6.10  0.117
H -6.45 -1.18 -2.16  0.081
H -6.43 -2.65 -2.90  0.075
H -7.32 -1.30 -3.69  0.084
H -4.17 -3.69 -3.29  0.065
H -3.45 -4.84 -4.21  0.071
C -0.86 1.33 -1.30  -0.195
O -1.53 0.14 -1.60  -0.106
H -1.33 1.96 -0.55  0.075
H 0.20 1.22 -1.10  0.077
H -0.85 1.92 -2.22  0.074
H -2.18 0.40 -2.25  0.074